Record 1
C30H26BrCrN7O5S | wB97M-V/def2-TZVPD

```
71
Properties=species:S:1:pos:R:3:mulliken_charge:R:1
Cr 0.046 0.036 -0.459 -1.096
Br -1.541 -0.916 6.771 -0.150
C -1.411 -0.349 4.968 -0.042
C -0.163 -0.200 4.372 -0.781
C -0.078 0.165 3.042 0.386
C -1.237 0.417 2.306 -0.349
C -2.482 0.279 2.926 -0.532
C -2.573 -0.113 4.245 -0.812
N -1.157 0.776 0.955 0.813
C -1.937 1.717 0.533 -0.059
C -1.851 2.099 -0.843 0.027
C -2.611 3.119 -1.413 -1.050
C -2.383 3.464 -2.734 -0.496
C -1.416 2.769 -3.448 -0.996
C -0.716 1.756 -2.811 -0.317
N -0.921 1.422 -1.547 0.917
H 0.733 -0.384 4.946 0.487
H 0.884 0.292 2.570 0.325
H -3.380 0.452 2.351 0.514
H -3.540 -0.224 4.711 0.454
H -2.598 2.260 1.204 0.782
H -3.347 3.636 -0.818 0.549
H -2.934 4.265 -3.198 0.460
H -1.197 3.007 -4.477 0.473
H 0.047 1.195 -3.335 0.625
O 0.947 -0.671 -2.037 -0.011
N 0.317 -1.544 -2.714 -0.763
N -0.834 -1.854 -2.275 1.545
O -1.330 -1.290 -1.189 -0.197
C -1.561 -2.868 -2.914 0.531
C -2.802 -3.246 -2.412 -0.387
C -3.485 -4.284 -3.018 -0.800
C -2.938 -4.932 -4.114 -0.440
C -1.712 -4.528 -4.629 -0.670
C -1.016 -3.496 -4.033 -0.286
H -3.210 -2.725 -1.560 0.424
H -4.448 -4.588 -2.638 0.392
H -3.469 -5.751 -4.571 0.403
H -1.307 -5.025 -5.497 0.402
H -0.061 -3.170 -4.410 0.451
O 0.030 5.222 1.192 -0.686
S 0.743 4.618 0.109 1.065
O 0.478 5.102 -1.216 -0.674
N 0.468 2.982 0.097 0.154
C 1.580 2.315 0.164 0.313
O 1.590 1.054 0.056 -0.187
C 2.802 3.121 0.405 -0.163
C 4.104 2.684 0.615 -0.346
C 5.075 3.636 0.895 -0.704
C 4.751 4.983 0.982 -0.545
C 3.451 5.421 0.744 -0.604
C 2.502 4.476 0.443 0.079
H 4.345 1.632 0.567 0.435
H 6.097 3.324 1.053 0.424
H 5.516 5.695 1.246 0.414
H 3.192 6.464 0.798 0.488
C -0.317 -4.640 2.234 -1.456
C 0.441 -3.521 1.638 0.635
C 1.797 -3.332 1.455 -1.327
C 1.936 -2.094 0.816 0.326
N 0.729 -1.561 0.622 0.769
N -0.163 -2.429 1.130 0.469
C 3.175 -1.407 0.384 -1.354
H 0.321 -5.216 2.896 0.391
H -0.681 -5.303 1.450 0.274
H -1.172 -4.270 2.794 0.358
H 2.586 -3.997 1.738 0.551
H -1.157 -2.256 1.040 0.212
H 3.983 -2.122 0.257 0.519
H 3.471 -0.677 1.138 0.183
H 2.995 -0.872 -0.548 0.259
```

Output
- Spin multiplicity: 4
- ΔE to the lowest compared entry with this formula, charge and spin: 24.4 kJ/mol
- Highest occupied orbital energy (alpha / beta): -11.4611 / -11.5206 eV
- Frontier orbital gap (alpha / beta): 7.5 / 7.4 eV
- Net charge: +1

Record 2
C30H26Cl3N2O4PSV | wB97M-V/def2-TZVPD

```
68
Properties=species:S:1:pos:R:3:mulliken_charge:R:1
V 0.567 0.381 0.466 0.635
Cl -6.094 -3.053 0.564 -0.151
C -4.576 -2.265 0.445 0.429
C -4.540 -0.894 0.222 -0.818
C -3.319 -0.265 0.142 0.918
Cl -3.225 1.438 -0.087 -0.125
C -2.134 -0.990 0.278 -0.975
O -0.944 -0.370 0.252 -0.403
C -2.194 -2.370 0.495 0.879
Cl -0.729 -3.244 0.661 -0.118
C -3.411 -3.009 0.578 -0.758
H -5.456 -0.331 0.116 0.500
H -3.458 -4.076 0.741 0.505
O 4.255 -0.603 0.437 -0.611
S 3.021 -0.259 1.020 1.524
O 2.421 1.087 0.631 -0.616
O 1.822 -1.122 0.671 -0.677
C 3.118 -0.276 2.769 0.393
C 4.326 -0.639 3.338 -0.540
C 4.429 -0.676 4.722 -0.676
C 3.341 -0.345 5.511 -0.784
C 2.134 0.029 4.929 -0.282
C 2.002 0.055 3.547 -0.752
P 0.415 0.606 2.862 2.954
C -0.897 -0.451 3.464 0.571
C -2.220 -0.021 3.312 -0.448
C -3.258 -0.849 3.703 -1.114
C -2.984 -2.110 4.219 -0.708
C -1.672 -2.547 4.343 -0.821
C -0.623 -1.720 3.969 -0.884
C 0.214 2.299 3.431 0.432
C 1.095 3.255 2.917 -0.794
C 1.048 4.553 3.391 -0.762
C 0.125 4.902 4.373 -0.699
C -0.743 3.951 4.886 -0.785
C -0.700 2.644 4.422 -0.191
H 5.167 -0.885 2.705 0.611
H 5.368 -0.958 5.178 0.450
H 3.425 -0.371 6.589 0.457
H 1.295 0.302 5.558 0.527
H -2.437 0.956 2.894 0.810
H -4.282 -0.510 3.609 0.495
H -3.797 -2.755 4.525 0.470
H -1.462 -3.533 4.736 0.472
H 0.397 -2.067 4.067 0.460
H 1.825 2.977 2.164 0.645
H 1.741 5.293 3.013 0.583
H 0.094 5.917 4.745 0.446
H -1.452 4.222 5.657 0.469
H -1.369 1.904 4.843 0.499
N 0.096 2.255 -0.047 -0.321
C 0.247 3.275 -0.595 0.368
N 0.420 4.400 -1.171 0.043
C 1.231 5.468 -0.526 -0.766
C 0.323 6.624 -0.112 -0.437
C -0.835 6.815 -1.110 -0.657
C -0.473 6.267 -2.487 -0.708
C -0.311 4.752 -2.429 -0.709
H 1.974 5.778 -1.260 0.349
H 1.763 5.032 0.318 0.427
H 0.939 7.523 -0.059 0.412
H -0.069 6.445 0.890 0.179
H -1.098 7.869 -1.179 0.383
H -1.728 6.297 -0.748 0.285
H 0.443 6.734 -2.855 0.331
H -1.250 6.491 -3.217 0.390
H 0.246 4.363 -3.281 0.337
H -1.285 4.264 -2.391 0.449
```

Output
- Spin multiplicity: 2
- ΔE to the lowest compared entry with this formula, charge and spin: 0.0 kJ/mol
- Highest occupied orbital energy (alpha / beta): -14.2152 / -14.2323 eV
- Frontier orbital gap (alpha / beta): 6.2 / 7.4 eV
- Net charge: +2

Q: What is the ΔE to the lowest compared entry with this formula, charge and spin in the first record?
A: 24.4 kJ/mol